Computed, not measured: the ion C3H8N with charge +1 in a non-equilibrium geometry, with ωB97M-V with the def2-TZVPD basis set.

The value obtained for the total energy is -4723.3039 eV. As for the HOMO-LUMO gap: 11.27 eV. Its spin multiplicity is 1. The energy above the lowest of the compared OMol25 structures with the same formula, charge and spin is 0.1232 eV. As for the total charge: +1. The HOMO energy comes out at -0.5563 Eh.

Each line ends with the Löwdin charge.
Cartesian coordinates (Å):
C  -0.978  -1.666  0.219  -0.053
C  -0.028  -0.598  -0.211  -0.115
C  0.043  0.601  0.315  -0.083
N  0.959  1.647  -0.224  0.201
H  -0.384  -2.534  0.489  0.093
H  -1.503  -1.425  1.140  0.090
H  -1.637  -1.925  -0.601  0.095
H  0.523  -0.833  -1.081  0.114
H  -0.535  0.986  1.140  0.132
H  1.884  1.297  -0.491  0.177
H  0.558  2.012  -1.095  0.179
H  1.099  2.439  0.399  0.171

Atomic forces in eV per Å
0.66 0.07 0.74
-1.06 0.07 0.26
0.12 0.50 0.68
0.00 -0.18 -1.07
0.05 -0.34 -0.27
-0.33 0.28 -0.23
-0.21 -0.08 0.00
0.92 -0.20 -0.84
-0.06 -0.17 0.07
-0.02 -0.18 0.25
0.01 0.20 0.13
-0.06 0.01 0.27